1.
Here is one molecule with the formula C3H8O4 in a non-equilibrium geometry from the Open Molecules 2025 dataset. Energies are from ωB97M-V with the def2-TZVPD basis set.

```
15
Properties=species:S:1:pos:R:3:forces:R:3
C 1.06749 0.43828 -1.02215 0.16 0.45 -3.94
C 0.06220 -0.04368 -0.00518 -0.23 0.42 -0.21
C 0.70094 -1.06234 1.00096 -4.96 1.43 1.52
O -0.40117 1.03495 0.79199 0.87 -3.09 2.09
O -0.85659 2.08001 0.05854 1.02 0.06 -4.60
O -1.05868 -0.61637 -0.86350 2.20 0.66 1.51
O -1.90455 -1.34386 0.01946 -2.58 1.26 -0.54
H 0.55412 0.88860 -1.96948 0.41 -0.54 1.86
H 1.85707 1.19456 -0.80068 -0.88 -0.69 0.77
H 1.58245 -0.41657 -1.52281 -0.28 0.33 0.80
H -0.02895 -1.89506 1.15936 0.85 0.63 -0.09
H 0.94252 -0.61086 1.98114 -0.49 0.08 -0.54
H 1.56391 -1.36192 0.62295 3.69 -1.70 -1.84
H -1.29628 2.55113 0.69178 -1.90 1.98 2.62
H -2.78448 -0.83685 -0.14237 2.11 -1.29 0.59
```
Positions in Å, forces in eV/Å.

Computed properties:
F_max: 5.38 eV/A
Energy above the lowest of the compared OMol25 structures with the same formula, charge and spin: 161.2 kcal/mol
LUMO level: 0.782 eV
2S+1: 1

natural (NBO) population analysis, charges in e, atoms 1 to 5:
1. C -0.690
2. C 0.484
3. C -0.634
4. O -0.288
5. O -0.443


2.
Here is C30H40FNO3PSiTcTe as an isolated structure from the Open Molecules 2025 dataset. Energies are from ωB97M-V with the def2-TZVPD basis set.

```
79
Properties=species:S:1:pos:R:3:forces:R:3
Tc 0.24305 -0.16467 -0.41652 0.29 0.23 -0.09
C 0.25794 -0.22696 1.62744 -0.13 -0.11 0.07
Si 0.74409 1.46126 2.30334 -0.02 0.02 0.00
C 0.30614 2.57578 0.83270 -0.02 0.01 -0.06
N 0.79477 2.02784 -0.47558 -0.07 0.03 -0.02
C 0.06049 2.67621 -1.60655 0.04 0.00 0.00
C 0.18405 4.20158 -1.59811 -0.01 0.02 -0.01
C 1.59973 4.67383 -1.23022 -0.01 -0.01 0.00
C 2.59184 3.54763 -1.47584 0.01 0.01 0.00
C 2.26791 2.28633 -0.66837 0.00 -0.02 -0.01
C 2.54323 1.59282 2.76833 0.01 0.00 -0.03
C 3.30510 0.47968 3.12184 0.03 0.01 0.01
C 4.63411 0.61051 3.50413 -0.01 -0.01 0.00
C 5.22149 1.86559 3.54533 -0.02 0.01 -0.01
C 4.47638 2.99000 3.21134 0.01 0.00 0.00
C 3.15172 2.85194 2.82711 0.02 -0.01 0.03
C -0.33431 1.94508 3.73785 -0.04 0.02 -0.01
C -1.72665 1.94058 3.60377 -0.02 0.01 0.03
C -2.54720 2.29689 4.66197 0.00 0.00 0.00
C -1.98464 2.66438 5.87796 0.02 -0.01 -0.02
C -0.60632 2.67270 6.02986 -0.01 0.00 0.01
C 0.21282 2.31565 4.96731 -0.02 0.00 0.01
H -0.79909 -0.41281 1.86771 0.01 0.01 0.02
H 0.82443 -1.07053 2.02341 0.00 0.01 -0.03
H 0.62701 3.61126 0.96011 0.00 -0.01 0.03
H -0.78842 2.60025 0.77951 0.01 -0.01 0.01
H -0.98255 2.37848 -1.56006 -0.01 -0.02 0.01
H 0.47683 2.25908 -2.52755 0.00 0.00 0.00
H -0.55440 4.63111 -0.92043 0.00 0.00 0.00
H -0.08525 4.54692 -2.59775 0.00 0.00 0.00
H 1.64675 4.98679 -0.18463 0.00 0.00 0.00
H 1.87239 5.54996 -1.81716 0.01 0.00 0.00
H 3.60803 3.85131 -1.22130 0.00 0.00 0.00
H 2.60242 3.30931 -2.54238 0.00 0.00 0.00
H 2.71804 2.33455 0.32044 0.00 -0.01 0.00
H 2.70650 1.43302 -1.17899 -0.01 -0.01 0.00
H 2.86054 -0.50830 3.11409 -0.02 0.01 0.00
H 5.20787 -0.26688 3.77287 0.00 0.00 0.00
H 6.25669 1.97041 3.84193 0.00 0.00 0.00
H 4.92817 3.97256 3.25342 0.00 0.00 0.00
H 2.58454 3.74352 2.57586 0.00 0.00 0.00
H -2.18491 1.65137 2.66187 0.00 0.00 0.00
H -3.62281 2.28779 4.54280 0.00 0.00 0.00
H -2.62261 2.94192 6.70666 0.00 0.00 0.00
H -0.16696 2.95625 6.97731 0.00 0.00 0.00
H 1.28826 2.32348 5.10100 0.00 0.00 -0.01
F 3.36076 -6.35496 0.25225 0.00 -0.01 0.00
C 3.08976 -5.05153 0.08194 0.00 0.01 -0.02
C 2.99721 -4.23518 1.19071 -0.01 0.00 0.02
C 2.71730 -2.88986 1.00488 0.00 0.00 0.06
C 2.52632 -2.35336 -0.26635 -0.06 0.01 -0.06
C 2.21442 -0.90140 -0.47696 0.01 -0.06 -0.05
C 2.64011 -3.21420 -1.36018 0.00 -0.02 -0.01
C 2.92043 -4.56228 -1.19824 0.00 0.01 0.01
H 3.14889 -4.65186 2.17701 0.00 0.00 0.00
H 2.66297 -2.24854 1.87524 0.01 0.00 -0.02
H 2.48256 -0.62868 -1.50941 0.04 0.02 0.02
H 2.80545 -0.27669 0.20017 -0.02 0.01 0.02
H 2.51077 -2.82321 -2.36290 0.01 0.01 0.00
H 3.01559 -5.22713 -2.04566 0.00 0.00 0.00
C -3.25048 -1.63454 -5.35294 -0.01 0.01 0.01
C -3.16983 -2.02101 -3.89833 -0.02 -0.05 -0.10
O -2.62203 -0.89017 -3.16808 0.00 0.08 0.09
P -2.36328 -0.99485 -1.61504 0.20 -0.08 0.01
O -1.74611 0.32964 -1.17141 -0.03 -0.08 0.02
Te -0.68333 -2.60292 -1.01184 -0.16 -0.07 -0.05
O -3.74203 -1.30143 -0.93453 -0.05 0.03 0.07
C -4.86739 -0.37298 -1.06726 0.01 -0.03 0.01
C -6.06470 -1.01642 -0.42020 -0.01 0.00 0.00
H -3.66325 -2.46279 -5.92853 0.00 0.00 0.01
H -2.26139 -1.40064 -5.74392 0.00 0.00 0.00
H -3.89530 -0.76665 -5.48572 0.00 0.00 -0.01
H -2.51081 -2.87993 -3.75081 0.02 0.01 0.02
H -4.15206 -2.26179 -3.48810 0.00 0.02 0.02
H -5.02978 -0.17988 -2.12866 0.00 0.00 0.00
H -4.58708 0.55950 -0.57798 0.00 0.01 0.00
H -6.30927 -1.95785 -0.91033 0.00 0.00 0.00
H -6.92410 -0.35091 -0.50295 0.00 0.00 0.00
H -5.87603 -1.20911 0.63474 0.00 0.00 0.00
```
Positions in Å, forces in eV/Å.

Computed properties:
F_max: 0.38 eV/A
⟨S²⟩: 3.799
Energy above the lowest of the compared OMol25 structures with the same formula, charge and spin: 0.0 kcal/mol
LUMO level (spin up / spin down): -3.241 / -3.578 eV
Total charge: +1
2S+1: 4

Mulliken population analysis, charges in e, atoms 1 to 5:
1. Tc -0.251
2. C -0.310
3. Si -0.764
4. C -0.590
5. N 1.155


3.
Here is an isolated ion of composition C2HFNO3P and charge -2 in a non-equilibrium geometry from the Open Molecules 2025 dataset. Energies are from ωB97M-V with the def2-TZVPD basis set.

```
9
Properties=species:S:1:pos:R:3:forces:R:3
N -1.72798 -1.97891 -0.70295 -2.75 -2.12 -1.79
C -0.97038 -1.41999 -0.08800 4.40 3.04 2.53
C 0.18613 -0.58858 0.53510 -0.71 -0.60 -6.03
F 1.38346 -1.30429 0.32295 -0.25 -0.18 0.18
P 0.22408 1.24120 -0.29188 4.73 -0.69 -1.04
O 0.74216 0.97687 -1.73239 -0.58 0.16 1.55
O -1.18834 1.61586 -0.18418 -2.50 0.80 0.68
O 1.28675 1.92271 0.63836 -1.66 -0.84 -0.85
H 0.06412 -0.46487 1.50299 -0.68 0.43 4.76
```
Positions in Å, forces in eV/Å.

Computed properties:
F_max: 6.10 eV/A
Energy above the lowest of the compared OMol25 structures with the same formula, charge and spin: 5.3 kcal/mol
LUMO level: 7.197 eV
Total charge: -2
2S+1: 1

natural (NBO) population analysis, charges in e, atoms 1 to 5:
1. N -0.478
2. C 0.300
3. C -0.206
4. F -0.393
5. P 2.351


4.
Here is one molecule with the formula C6H9N from the Open Molecules 2025 dataset. Energies are from ωB97M-V with the def2-TZVPD basis set.

```
16
Properties=species:S:1:pos:R:3:forces:R:3
C -0.94833 -1.69950 0.48140 -0.02 -0.01 0.00
C 0.10681 -0.67207 0.18577 -0.03 0.13 -0.03
C 1.52044 -0.86483 0.23248 0.06 0.05 0.01
C 2.11644 0.33065 -0.07754 0.00 -0.03 0.02
N 1.11814 1.23900 -0.31949 -0.02 -0.02 0.00
C -0.11085 0.64112 -0.16757 0.02 -0.05 0.01
C -1.38486 1.39500 -0.38606 -0.07 0.00 -0.01
H -1.31132 -2.19855 -0.42438 0.06 0.04 0.08
H -1.81304 -1.24880 0.97798 0.08 -0.06 -0.06
H -0.55721 -2.47271 1.14926 -0.04 0.09 -0.09
H 2.03304 -1.78948 0.46740 -0.07 0.16 -0.01
H 3.15828 0.61329 -0.14221 -0.18 -0.06 0.00
H 1.25972 2.20843 -0.55043 -0.02 -0.15 0.01
H -2.20791 0.69858 -0.57038 0.13 0.09 0.05
H -1.31827 2.05036 -1.26245 0.02 -0.09 0.12
H -1.66262 2.01590 0.47478 0.07 -0.08 -0.10
```
Positions in Å, forces in eV/Å.

Computed properties:
F_max: 0.19 eV/A
Energy above the lowest of the compared OMol25 structures with the same formula, charge and spin: 1.7 kcal/mol
LUMO level: 1.060 eV
2S+1: 1

natural (NBO) population analysis, charges in e, atoms 1 to 5:
1. C -0.628
2. C -0.093
3. C -0.302
4. C -0.075
5. N -0.506